1.
42
Properties=species:S:1:pos:R:3:forces:R:3:mulliken_charge:R:1 method="wB97M-V/def2-TZVPD" multiplicity=5 s2=6.031 homo_energy_ev="-14.053 / -15.914" total_charge=+2 gap_ev="6.8 / 6.4"
C -2.8283 0.1957 -3.7989 0.4 0.7 0.1 -0.83
C -2.4564 -0.9765 -3.1399 0.4 -0.6 0.4 -0.71
C -1.5524 -1.0141 -2.0535 -0.5 0.4 -0.9 0.04
C -1.1137 0.2564 -1.6116 -0.1 -0.2 0.7 0.22
C -1.3784 1.4500 -2.3532 -0.1 -0.1 -0.1 1.80
C -2.2521 1.4202 -3.4334 -0.2 -0.4 -0.2 -0.81
C -1.3552 -2.3378 -1.3384 -0.6 -0.1 0.3 -0.64
C -0.1300 -3.3150 -1.4831 0.1 -1.1 0.4 -0.81
N 1.1780 -2.8364 -1.8480 -0.3 1.2 0.4 0.34
Ru -1.0767 1.1062 0.2524 -1.2 -1.5 -1.8 -0.72
C -0.7156 2.7328 -1.8951 0.6 0.0 0.7 -1.27
P 0.6173 2.1362 -0.7173 1.1 2.2 -2.3 0.94
H -2.9013 -1.9187 -3.4645 0.0 0.2 0.1 0.48
H -2.4427 2.3402 -3.9872 -0.1 -0.3 0.1 0.52
H -3.5478 0.1654 -4.6133 0.2 -0.1 0.1 0.42
H -1.3649 3.4563 -1.3685 0.0 -0.3 -0.4 0.35
H -0.1733 3.2678 -2.6804 -0.3 0.0 -0.2 0.51
H -1.4971 -2.1816 -0.2642 0.2 0.1 -0.2 0.46
H -2.2038 -2.9760 -1.6284 0.3 0.2 0.1 0.44
H 0.0077 -3.8053 -0.4992 -0.3 0.2 -0.6 0.45
C 1.2622 3.6111 0.0955 0.2 0.2 0.3 -1.19
C 1.9096 1.7504 -1.9563 0.2 -0.5 0.3 -1.28
H -0.3853 -4.1191 -2.2001 0.1 0.4 0.1 0.38
C 1.3844 -2.1774 -3.1072 0.1 0.5 -0.8 -0.68
C 2.1893 -2.7415 -0.8264 0.6 0.2 0.8 -0.66
H -1.2908 2.2936 1.5404 -0.4 0.3 1.2 0.37
H 1.7843 -2.8688 -3.8716 -0.1 0.0 0.3 0.34
H 0.4416 -1.7756 -3.5093 0.2 -0.3 0.3 0.29
H 2.1067 -1.3513 -2.9974 -0.2 -0.5 0.0 0.27
H 2.8406 -3.6353 -0.8270 -0.2 0.2 -0.2 0.34
H 2.8313 -1.8538 -0.9768 -0.3 -0.5 -0.1 0.24
H 1.7315 -2.6852 0.1814 0.1 -0.1 -0.6 0.32
H 2.2238 2.6747 -2.4746 -0.2 -0.3 0.4 0.41
H 2.7786 1.3206 -1.4438 -0.1 0.1 -0.2 0.42
H 1.5297 1.0384 -2.6991 0.1 0.2 0.2 0.29
H 1.1547 4.4940 -0.5488 0.1 -0.2 0.1 0.39
H 0.6979 3.7675 1.0186 0.3 0.3 -0.1 0.50
H 2.3217 3.4628 0.3426 -0.3 0.1 0.0 0.41
H -0.5153 2.2228 1.4501 0.4 0.6 0.9 -0.11
S -0.2929 -0.6023 1.4298 0.0 -1.2 0.6 -0.05
C 0.0754 -0.1084 2.9946 1.0 0.4 2.8 0.13
N 0.4073 0.1169 4.1054 -0.9 -0.4 -2.8 -0.33

***

2.
55
Properties=species:S:1:pos:R:3:forces:R:3:mulliken_charge:R:1 method="wB97M-V/def2-TZVPD" multiplicity=2 s2=1.090 homo_energy_ev="-7.452 / -7.512" gap_ev="6.1 / 6.8"
Ru -0.2857 0.0437 0.6652 -1.0 1.2 -0.3 -0.38
O 1.4294 -0.4442 4.4279 -0.1 0.2 -0.1 -0.66
C 1.2110 -0.0812 3.2890 0.6 -0.2 0.1 0.16
O 0.0942 0.3130 2.7986 -1.0 -0.5 -1.4 -0.48
C 2.3658 -0.0210 2.3007 -0.2 -0.2 -0.3 0.07
C 3.6885 0.0107 2.7653 0.4 -0.1 0.1 -0.72
C 4.7079 0.1009 1.8639 -0.2 0.0 0.1 -0.85
C 4.4114 0.1292 0.4831 -0.5 -0.1 -0.1 0.56
C 5.4020 0.1989 -0.5183 0.2 0.0 -0.2 -0.73
C 5.0675 0.1988 -1.8443 0.2 0.0 0.2 -0.70
C 3.7169 0.1522 -2.2264 -0.3 0.1 0.2 -0.97
C 2.7316 0.0894 -1.2786 -0.1 0.2 -0.2 0.84
C 3.0473 0.0598 0.0947 0.5 0.2 0.0 -0.80
N 2.0493 0.0037 1.0242 -0.2 0.1 0.0 0.89
H 3.8489 -0.0476 3.8315 0.0 0.0 0.0 0.55
H 5.7397 0.1427 2.1884 0.0 0.0 0.0 0.42
H 6.4400 0.2429 -0.2138 0.0 0.0 0.0 0.40
H 5.8388 0.2224 -2.6018 0.0 0.0 0.0 0.39
H 3.4554 0.1638 -3.2763 0.0 0.0 0.0 0.45
H 1.6883 0.0444 -1.5546 0.0 -0.1 0.0 0.74
I -2.4871 1.8708 1.3199 0.1 -1.0 -0.1 0.13
C -3.8016 0.2567 0.8482 0.0 0.5 0.0 0.45
C -5.1267 0.5193 0.6618 0.2 0.2 0.0 -0.52
C -6.0028 -0.5498 0.3990 -0.1 -0.2 0.0 -0.58
C -5.5322 -1.8322 0.3848 -0.1 0.1 0.0 -0.87
C -4.1661 -2.1135 0.6166 0.2 0.1 0.0 0.94
C -3.6798 -3.4363 0.6738 -0.1 -0.1 0.0 -0.91
C -2.3692 -3.6843 0.9648 -0.1 0.1 0.0 -1.01
C -1.4633 -2.6184 1.1308 -0.2 0.0 0.1 0.02
C -1.8679 -1.3166 0.9830 1.4 0.3 -0.1 0.03
C -3.2472 -1.0382 0.8082 0.1 -0.1 0.0 0.88
H -5.5009 1.5316 0.7161 0.0 0.0 0.0 0.41
H -7.0495 -0.3438 0.2235 0.0 0.0 0.0 0.39
H -6.2044 -2.6595 0.1974 0.0 0.0 0.0 0.38
H -4.3792 -4.2455 0.5073 0.0 -0.1 0.0 0.37
H -2.0020 -4.6991 1.0356 0.0 0.0 0.0 0.39
H -0.4322 -2.8573 1.3602 0.0 0.1 -0.1 0.50
N -1.1405 0.4935 -1.6753 0.2 -0.5 0.8 -0.10
C -1.2968 1.7754 -2.3700 0.2 0.2 0.0 -0.76
C -0.0391 2.6365 -2.3161 -0.3 0.0 0.2 -0.42
C 0.1791 3.3116 -0.9688 0.1 0.0 -0.2 -0.76
N 0.6688 2.3514 0.0227 0.1 -0.2 0.4 -0.23
H -0.5350 -0.1299 -2.2017 0.0 -0.1 0.1 0.25
H -2.0423 0.0291 -1.6113 0.1 -0.1 0.0 0.22
H -2.1155 2.3172 -1.8918 0.0 0.0 -0.1 0.32
H -1.5608 1.6154 -3.4217 -0.1 -0.1 0.1 0.34
H -0.1348 3.4106 -3.0790 0.1 0.0 0.0 0.39
H 0.8376 2.0284 -2.5561 0.0 0.1 -0.1 0.17
H -0.7599 3.7397 -0.6116 0.0 0.0 0.0 0.33
H 0.8909 4.1359 -1.0967 -0.1 0.0 0.1 0.33
H 0.6386 2.7561 0.9538 0.2 0.0 0.0 0.24
H 1.6408 2.1383 -0.1780 0.0 0.0 0.1 0.14
O 2.1408 -2.5486 -0.3024 -0.6 1.0 0.4 -0.36
N 1.0322 -2.6759 -0.7738 0.2 -2.6 -1.1 0.00
O 0.2599 -1.6909 -0.9717 0.0 1.7 1.4 -0.27

***

3.
15
Properties=species:S:1:pos:R:3:forces:R:3:mulliken_charge:R:1 method="wB97M-V/def2-TZVPD" multiplicity=2 s2=0.754 homo_energy_ev="1.020 / -3.602" total_charge=-1 gap_ev="3.0 / 7.6"
C 0.5376 2.6255 -1.7733 -3.1 -0.5 0.7 -0.75
C 0.6911 0.1573 -1.7741 2.7 1.7 1.0 -0.67
N 0.0532 1.2600 -1.9098 -1.8 1.6 0.2 -0.62
H 1.2166 2.7453 -2.6005 0.6 1.1 -0.2 0.29
H 0.8573 3.0361 -0.7633 0.6 -1.0 -0.7 0.25
H -0.4769 3.2217 -1.8626 2.1 -0.5 -0.5 0.18
H 0.2220 -0.7315 -1.8181 -2.1 -3.0 -0.5 0.40
H 1.7182 0.0026 -1.4760 0.9 0.5 0.2 0.29
O -0.3288 -0.4237 3.0303 -0.3 0.1 1.3 -0.53
C -0.0650 -1.2095 2.1249 -2.1 2.0 0.9 -0.44
C -1.0735 -2.2930 1.7978 0.0 1.3 2.5 -0.92
H 0.7428 -0.7802 1.5723 1.2 -1.2 -1.7 0.65
H -0.5522 -3.1479 2.0703 0.7 -2.5 -0.7 0.28
H -1.5815 -2.1508 0.9181 -0.2 -0.4 -2.9 0.30
H -1.9606 -2.3120 2.4640 0.8 0.7 0.5 0.28